Molecular formula: C3H9N2
Method: DFT, ωB97M-V/def2-TZVPD

- Structure (SMILES): CN1C[C@H]1[NH3+]
- E_HOMO: -14.3 eV
- Charge: +1
- HOMO-LUMO gap: 10.7 eV

Cartesian coordinates (Å):
C  -1.879  -0.529  0.064
N  -0.471  -0.115  0.433
C  0.023  1.353  0.241
C  0.590  0.201  -0.447
N  1.703  -0.577  0.209
H  -2.597  -0.249  0.817
H  -2.176  -0.048  -0.921
H  -1.810  -1.582  -0.178
H  0.582  1.815  1.180
H  -0.699  2.046  -0.346
H  0.819  0.066  -1.488
H  1.649  -1.452  -0.318
H  1.477  -0.801  1.220
H  2.715  -0.107  0.107

=====

Molecular formula: C6H13NO5
Method: DFT, ωB97M-V/def2-TZVPD

- Structure (SMILES): OC[C@@H]1N[C@H](O)[C@@H](O)[C@H](O)[C@@H]1O
- E_HOMO: -9.3 eV
- HOMO-LUMO gap: 9.7 eV

Cartesian coordinates (Å):
O  -3.205  0.122  0.212
C  -2.016  0.979  0.531
C  -0.794  0.790  -0.391
N  -0.733  -0.683  -0.578
C  0.464  -1.051  -1.242
O  0.408  -2.211  -1.945
C  1.602  -0.900  -0.230
O  2.769  -0.300  -0.696
C  1.037  -0.151  1.064
O  0.079  -0.996  1.691
C  0.501  1.113  0.608
O  0.187  2.042  1.604
H  -2.984  -0.783  0.387
H  -2.346  2.094  0.566
H  -1.634  0.769  1.599
H  -1.072  1.366  -1.330
H  -1.569  -0.925  -1.085
H  0.626  -0.298  -2.013
H  0.930  -2.219  -2.932
H  1.759  -1.982  0.193
H  3.495  -0.086  0.008
H  1.865  0.127  1.914
H  -0.421  -1.317  0.888
H  1.097  1.641  -0.103
H  -0.045  2.858  1.277

=====

Molecular formula: C23H43N2O2P3Pm
Method: DFT, ωB97M-V/def2-TZVPD

- Multiplicity: 5
- E_HOMO (alpha / beta): -17.2 / -17.2 eV
- <S²>: 6.007
- Charge: +3
- HOMO-LUMO gap (alpha / beta): 7.8 / 8.0 eV

Cartesian coordinates (Å):
Pm  -0.244  0.138  -0.217
P  1.827  0.466  1.720
P  -0.989  2.675  -1.107
P  2.123  -0.621  -1.780
H  -1.173  -4.608  0.963
C  -0.091  -4.738  0.882
C  0.740  -4.308  1.849
H  0.359  -3.793  2.736
C  1.384  0.581  3.492
C  2.424  2.191  1.448
C  3.359  -0.520  1.877
C  -2.292  2.598  -2.400
C  -1.696  3.945  0.017
C  0.343  3.593  -1.978
C  2.893  -2.244  -1.361
C  3.569  0.520  -1.749
C  1.998  -0.820  -3.600
H  0.282  -5.257  -0.011
H  1.823  -4.451  1.789
H  0.685  -0.223  3.744
H  0.898  1.542  3.703
H  2.288  0.480  4.109
H  1.631  2.888  1.754
H  2.653  2.364  0.387
H  3.325  2.378  2.049
H  3.081  -1.557  2.106
H  3.963  -0.123  2.703
H  3.951  -0.518  0.955
H  -2.540  3.608  -2.752
H  -3.195  2.135  -1.976
H  -1.954  1.987  -3.249
H  -1.993  4.839  -0.549
H  -0.970  4.215  0.796
H  -2.578  3.525  0.521
H  -0.068  4.474  -2.490
H  0.816  2.933  -2.721
H  1.110  3.911  -1.258
H  3.246  -2.733  -2.280
H  2.144  -2.895  -0.886
H  3.734  -2.123  -0.668
H  4.256  0.253  -2.562
H  4.106  0.493  -0.794
H  3.216  1.547  -1.917
H  2.999  -1.028  -4.007
H  1.615  0.105  -4.051
H  1.320  -1.643  -3.854
C  -1.769  -1.998  -2.365
C  -2.567  -1.162  -3.132
C  -2.639  -1.401  -4.508
C  -1.940  -2.477  -5.058
C  -1.172  -3.329  -4.251
C  -1.095  -3.117  -2.866
O  -1.455  -1.467  -1.075
H  -0.954  -2.088  -0.483
H  -3.079  -0.320  -2.657
H  -3.237  -0.744  -5.141
H  -1.999  -2.666  -6.131
H  -0.627  -4.158  -4.700
H  -0.506  -3.765  -2.209
N  -2.159  2.873  5.340
C  -1.678  2.580  4.104
O  -0.961  3.374  3.476
C  -2.001  1.223  3.553
C  -2.481  0.138  4.297
C  -2.569  -1.119  3.683
C  -2.172  -1.276  2.355
N  -1.687  -0.226  1.636
C  -1.630  1.000  2.219
H  -2.007  3.806  5.690
H  -2.776  2.262  5.855
H  -2.767  0.266  5.339
H  -2.947  -1.984  4.224
H  -2.240  -2.231  1.831
H  -1.262  1.828  1.588

=====

Molecular formula: C34H59N7O4
Method: DFT, ωB97M-V/def2-TZVPD

- E_HOMO: -5.3 eV
- HOMO-LUMO gap: 4.2 eV

Cartesian coordinates (Å):
C  3.934  -3.599  -2.347
O  3.913  -2.374  -3.170
C  4.051  -1.165  -2.423
C  4.231  0.041  -3.371
N  5.320  -0.261  -4.407
H  5.162  -1.142  -4.874
H  5.303  0.367  -5.198
C  6.731  -0.130  -3.797
C  7.532  -1.445  -3.711
O  7.463  -1.892  -5.060
C  8.219  -3.077  -5.377
H  2.973  -3.728  -1.850
H  4.782  -3.657  -1.664
H  3.926  -4.451  -3.027
H  4.784  -1.316  -1.630
H  3.176  -0.956  -1.808
H  4.414  0.990  -2.866
H  3.401  0.164  -4.066
H  6.638  0.393  -2.846
H  7.290  0.402  -4.567
H  6.967  -2.157  -3.109
H  8.513  -1.371  -3.242
H  7.932  -3.907  -4.733
H  9.277  -2.839  -5.262
H  7.981  -3.467  -6.367
C  -1.987  1.585  -0.573
C  -1.501  2.317  -1.808
O  -0.403  2.920  -1.828
O  -2.163  2.334  -2.820
H  -1.752  2.191  0.302
H  -1.452  0.636  -0.545
H  -3.071  1.473  -0.544
C  2.576  -6.393  3.888
C  3.017  -4.928  3.850
N  2.338  -4.077  4.904
C  2.529  -2.645  4.744
C  1.889  -2.230  3.359
C  2.597  -4.578  6.277
C  4.108  -4.427  6.682
H  2.854  -6.870  2.948
H  1.511  -6.578  4.024
H  3.164  -6.876  4.669
H  4.092  -4.762  3.926
H  2.722  -4.518  2.884
H  2.020  -2.134  5.561
H  3.576  -2.343  4.729
H  1.716  -1.157  3.281
H  2.492  -2.497  2.491
H  0.910  -2.699  3.261
H  2.312  -5.623  6.403
H  1.890  -4.010  6.881
H  4.425  -3.394  6.539
H  4.699  -5.164  6.139
H  4.243  -4.580  7.753
N  -3.439  8.642  0.939
C  -3.668  9.442  2.035
C  -3.148  8.803  3.108
C  -2.588  7.582  2.702
C  -2.871  7.464  1.351
H  -3.783  8.779  -0.001
H  -4.246  10.353  1.978
H  -3.156  9.166  4.125
H  -2.157  6.814  3.327
H  -2.648  6.707  0.614
N  4.175  4.411  2.615
C  4.171  5.097  3.766
C  2.869  5.116  4.240
C  2.065  4.440  3.333
C  2.942  3.909  2.376
H  4.974  4.331  2.002
H  5.018  5.578  4.234
H  2.461  5.600  5.115
H  0.995  4.303  3.380
H  2.840  3.476  1.392
N  -5.650  -0.689  -4.709
C  -6.770  -0.429  -3.969
C  -7.755  -1.370  -4.316
C  -7.181  -2.179  -5.345
C  -5.886  -1.745  -5.566
H  -4.816  -0.128  -4.610
H  -6.810  0.281  -3.157
H  -8.717  -1.514  -3.846
H  -7.654  -3.019  -5.831
H  -5.087  -2.175  -6.151
N  -7.402  6.443  -0.682
C  -7.291  5.087  -0.727
C  -8.490  4.460  -0.412
C  -9.413  5.529  -0.254
C  -8.724  6.679  -0.543
H  -6.767  7.142  -1.039
H  -6.361  4.602  -0.985
H  -8.576  3.385  -0.358
H  -10.463  5.377  -0.050
H  -9.107  7.689  -0.545
N  -5.193  -4.895  -1.389
C  -3.923  -4.561  -1.066
C  -3.419  -5.383  -0.114
C  -4.446  -6.280  0.124
C  -5.527  -5.965  -0.644
H  -5.750  -4.388  -2.063
H  -3.421  -3.746  -1.565
H  -2.490  -5.306  0.432
H  -4.422  -7.036  0.895
H  -6.557  -6.273  -0.750

=====

Molecular formula: C5H11O2
Method: DFT, ωB97M-V/def2-TZVPD

- E_HOMO: -3.7 eV
- Charge: -1
- HOMO-LUMO gap: 7.2 eV

Cartesian coordinates (Å):
C  0.399  0.388  0.561
C  -0.329  0.451  1.915
C  0.811  1.786  0.048
O  1.696  1.764  -0.847
O  0.218  2.768  0.527
H  1.282  -0.215  0.782
H  -0.243  -0.080  -0.172
H  0.151  1.106  2.634
H  -0.334  -0.579  2.311
H  -1.388  0.706  1.846
C  -1.654  -3.218  -0.643
C  -0.573  -2.633  -1.547
H  -1.843  -4.281  -0.820
H  -1.345  -3.138  0.399
H  -2.647  -2.778  -0.757
H  -0.914  -2.325  -2.532
H  -0.140  -1.777  -1.031
H  0.283  -3.290  -1.725

=====

Molecular formula: C5H15N3
Method: DFT, ωB97M-V/def2-TZVPD

- E_HOMO: -8.0 eV
- HOMO-LUMO gap: 9.0 eV

Cartesian coordinates (Å):
C  -1.027  0.213  -1.161
C  2.325  0.084  -2.121
C  -1.039  1.599  -0.594
N  1.391  -0.546  -1.209
H  1.385  -1.558  -1.230
H  -0.448  0.103  -2.067
H  -2.000  -0.198  -1.401
H  2.087  -0.182  -3.157
H  2.234  1.167  -2.026
H  3.375  -0.177  -1.933
H  -0.995  2.337  -1.393
H  -0.172  1.755  0.050
H  -1.931  1.769  0.011
C  -1.145  -0.841  2.805
C  -0.398  -0.579  1.504
N  0.750  0.027  1.470
N  -1.019  -0.939  0.364
H  1.149  0.154  2.393
H  1.472  -0.242  -0.227
H  -1.976  -1.248  0.528
H  -1.884  -0.053  2.966
H  -1.669  -1.797  2.774
H  -0.464  -0.848  3.655

=====

Respective relative energy (zero: lowest compared OMol25 entry of this formula, charge and spin) values: 69.6, 75.8, 0.0, 67.1, 9.3, 69.4 kcal/mol.
Respective maximum force values: 3.48, 5.33, 2.59, 4.50, 1.82, 3.11 eV/A.